Entry from the Open Molecules 2025 dataset: a structure of composition C36H33AlF9N2O4PS in a non-equilibrium geometry (ωB97M-V/def2-TZVPD).

Last column: Löwdin charge in e.
Cartesian coordinates (Å):
Al  -9.2789  -14.9997  16.9869  -0.0185
C  -10.9838  -18.3631  16.0798  0.0225
C  -11.2037  -17.0640  16.8106  -0.3574
C  -12.6022  -16.5724  16.8889  0.0123
O  -10.3924  -15.9870  15.9226  -0.0416
C  -10.4623  -17.0468  18.1826  -0.4881
O  -10.8115  -17.8174  19.0214  0.1948
O  -9.4663  -16.1618  18.2774  -0.0161
H  -11.4174  -18.2762  14.9995  0.1435
H  -11.4829  -19.1898  16.5470  0.1090
H  -9.9080  -18.5200  16.0001  0.0920
H  -13.0725  -16.6102  15.9187  0.0988
H  -12.6362  -15.5004  17.1947  0.1169
H  -13.2315  -17.1942  17.5383  0.1320
H  -10.9252  -15.8193  15.1232  0.1590
F  -2.8720  -12.0228  19.8504  0.1413
C  -2.6026  -12.4056  18.5793  -0.5716
F  -2.3286  -11.3074  17.8723  0.1617
F  -1.4633  -13.1241  18.5982  0.1593
C  -3.7025  -13.2089  17.9213  -0.0789
C  -3.6866  -13.2916  16.5175  0.0427
C  -4.7826  -13.8336  15.8989  -0.0548
C  -5.8433  -14.3517  16.6343  -0.3378
C  -5.7810  -14.4155  18.0331  -0.0678
C  -4.6804  -13.8590  18.6468  -0.0099
P  -7.2117  -15.1280  15.8363  1.0628
C  -6.7247  -16.8043  15.4995  -0.3258
C  -6.1271  -17.1434  14.2581  -0.0379
C  -5.7858  -18.4610  14.0001  0.0462
C  -5.9681  -19.4785  14.9859  -0.0706
C  -6.4712  -19.1067  16.2192  0.0242
C  -6.8768  -17.7840  16.4772  -0.0552
C  -5.5906  -20.8614  14.5759  -0.6427
F  -6.3374  -21.3171  13.5828  0.1842
F  -5.7794  -21.7043  15.5732  0.1704
F  -4.3031  -20.9477  14.2299  0.1762
C  -7.5726  -14.2996  14.3084  -0.3614
C  -7.3335  -12.9319  14.1391  -0.0758
C  -7.6442  -12.3260  12.9249  0.0194
C  -8.1236  -13.1061  11.8601  -0.0883
C  -8.4520  -14.4189  12.0157  0.0091
C  -8.1962  -14.9864  13.2504  -0.0765
C  -8.4048  -12.3080  10.5741  -0.5875
F  -7.3788  -11.5307  10.2268  0.1676
F  -9.4407  -11.4577  10.7749  0.1455
F  -8.7170  -13.1117  9.5688  0.1736
H  -2.8735  -12.9376  15.9107  0.1395
H  -4.8457  -13.8148  14.8398  0.1095
H  -6.5058  -14.9219  18.6404  0.1094
H  -4.6457  -13.8272  19.7506  0.1485
H  -6.0443  -16.4416  13.4908  0.0903
H  -5.3150  -18.7937  13.1327  0.1150
H  -6.6347  -19.8664  17.0240  0.1500
H  -7.4690  -17.5280  17.3660  0.1063
H  -6.7722  -12.3448  14.9159  0.1229
H  -7.3513  -11.2966  12.7283  0.1364
H  -8.8665  -14.9804  11.1436  0.1561
H  -8.4372  -16.0943  13.4123  0.1419
C  -10.2035  -8.6409  17.0795  -0.0921
C  -8.9178  -8.8356  17.8803  -0.2015
C  -7.9574  -9.7278  17.0973  -0.1315
N  -8.4769  -11.1043  16.8243  0.0663
C  -8.8507  -11.9641  17.7256  -0.7267
S  -10.1436  -13.0025  17.2591  0.9224
N  -8.4708  -11.9767  18.9715  0.1467
C  -7.2517  -11.3944  19.5641  -0.3406
O  -6.2294  -11.4140  18.9356  0.1326
C  -7.4363  -10.7613  20.8723  -0.1682
C  -6.3254  -10.4009  21.5879  0.0020
C  -6.4633  -9.7450  22.8206  -0.0164
C  -7.7409  -9.3444  23.2324  -0.0468
C  -8.8506  -9.6637  22.4945  -0.0654
C  -8.7332  -10.3856  21.3117  -0.0237
H  -10.7904  -7.7942  17.4538  0.0860
H  -10.8833  -9.5268  17.1079  0.0827
H  -10.0216  -8.2909  16.0684  0.0798
H  -9.1060  -9.1197  18.9129  0.0925
H  -8.3697  -7.8905  17.8429  0.1291
H  -7.0072  -9.8780  17.5770  0.1000
H  -7.7783  -9.3201  16.1056  0.1344
H  -9.0278  -11.1915  15.9686  0.1283
H  -8.8635  -12.6924  19.5781  0.1605
H  -5.3343  -10.6074  21.1773  0.1291
H  -5.6258  -9.5055  23.4607  0.1181
H  -7.8810  -8.7791  24.1725  0.1333
H  -9.8343  -9.3431  22.8480  0.1239
H  -9.6561  -10.6232  20.7606  0.1188

Computed properties:
Energy above the lowest of the compared OMol25 structures with the same formula, charge and spin: 0.9863 eV
HOMO energy: -14.474 eV
Total charge: +2
M: 818.7 g mol⁻¹
Lowest unoccupied orbital energy: -5.916 eV
E_tot: -3682.56524 a.u.
Orbital gap: 8.56 eV